A molecular structure, C11H10INO13P2S2Sr, computed with wB97M-V/def2-TZVPD.

Positions of all 41 atoms, in Å:
Sr -0.5969 -0.6568 0.8961
O 1.1760 -3.0601 3.4384
P 0.1775 -1.9447 4.0511
O 0.4025 -1.8558 5.5006
O 0.1994 -0.7295 3.1657
O -1.2845 -2.6896 3.7509
P -1.8846 -3.1442 2.3404
O -2.7584 -1.7663 1.9814
O -2.7465 -4.3320 2.4378
O -0.7407 -3.0954 1.3364
H 0.8455 -3.3197 2.5561
H -3.1552 -1.8338 1.1000
O -2.4074 -0.7337 -1.0061
S -1.4585 -0.3546 -2.0595
O -1.5826 -1.1079 -3.2830
O -0.1037 -0.3159 -1.4964
C -1.8339 1.3709 -2.5154
C -2.4067 1.4771 -3.7779
C -2.7425 2.6988 -4.3447
C -2.4959 3.8565 -3.6344
C -1.9324 3.7649 -2.3698
C -1.5944 2.5498 -1.7847
S -0.8735 2.7465 -0.1220
O -1.3501 4.0328 0.3331
O 0.5677 2.6455 -0.2896
O -1.4264 1.6149 0.6280
H -2.5755 0.5631 -4.3294
H -3.1860 2.7311 -5.3327
H -2.7404 4.8290 -4.0453
H -1.7571 4.6627 -1.7938
I 5.3580 2.0955 1.0066
C 4.3139 0.3052 0.8665
C 4.9813 -0.9088 0.8684
C 4.2359 -2.0705 0.7631
C 2.8562 -1.9659 0.6665
N 2.2236 -0.7997 0.6742
C 2.9283 0.3215 0.7684
H 6.0598 -0.9418 0.9527
H 4.7054 -3.0443 0.7672
H 2.2314 -2.8485 0.5903
H 2.3714 1.2538 0.7446

Computed properties:
* energy relative to the best compared isomer or geometry (same formula, charge and spin): 0.00 kcal/mol
* E_LUMO: 3.47 eV
* net charge: -2
* E_HOMO: -4.2 eV
* gap between HOMO and LUMO: 7.70 eV
* E: -3266.1706 Eh